[1]
Computed, not measured: a 3-piece molecular cluster, CH3BrO3S overall in a non-equilibrium geometry, with ωB97M-V/def2-TZVPD.

As for the multiplicity: 3. The expectation value of S² is 2.016. For the HOMO energy (spin up / spin down), the calculation gives -8.093 / -10.459 eV. The calculation puts the total energy at -3237.61752 a.u. The calculation puts the molar mass at 175.00 g/mol. The net charge is 0.

Each line ends with the natural charge from an NBO analysis.
Cartesian coordinates (Å):
C -2.186 0.798 -0.208  0.283
O -0.376 -0.545 4.328  -0.652
O 1.111 -0.234 2.493  -0.655
O -2.074 0.348 0.906  -0.500
S -0.061 -0.934 2.968  1.249
Br 2.571 -0.564 0.066  -0.165
H 2.062 0.182 1.128  0.228
H -2.313 1.894 -0.493  0.111
H -2.621 0.198 -1.114  0.100


[2]
Computed, not measured: an isolated ion of composition CH3Cl2N4 and charge +1 in a non-equilibrium geometry, with ωB97M-V/def2-TZVPD.

For the HOMO energy (spin up / spin down), the calculation gives -14.769 / -14.768 eV. The calculation puts the total energy at -1178.84703 a.u. The structure (SMILES) is [H]/N=[N+](Cl)/C=N\NCl. The calculation puts the molar mass at 141.97 g/mol. The net charge is +1.

Each line ends with the natural charge from an NBO analysis.
Cartesian coordinates (Å):
H -1.101 2.005 0.061  0.435
N -0.626 1.134 0.006  -0.386
N -1.047 -0.012 0.001  0.027
Cl -2.818 -0.190 0.003  0.208
C -0.332 -1.115 -0.044  0.058
N 0.992 -1.016 -0.085  -0.046
N 1.554 0.122 -0.098  -0.268
Cl 3.253 0.075 0.004  0.276
H -0.934 -1.984 0.016  0.259
H 1.059 0.980 0.135  0.438


[3]
Computed, not measured: one molecule with the formula CH3Cl2O3P in a non-equilibrium geometry, with ωB97M-V/def2-TZVPD.

For the HOMO energy, the calculation gives -9.607 eV. The calculation puts the total energy at -1527.40383 a.u. The structure (SMILES) is OP(O)OC(Cl)Cl. The calculation puts the molar mass at 164.91 g/mol. The net charge is 0.

Each line ends with the natural charge from an NBO analysis.
Cartesian coordinates (Å):
O -1.235 0.868 0.663  -1.016
P -0.715 -0.627 0.476  1.547
O -0.394 -0.834 2.096  -1.013
O 0.859 -0.217 0.015  -0.758
C 0.961 0.080 -1.339  0.047
Cl -0.400 -0.197 -2.313  0.050
Cl 1.393 1.889 -1.426  -0.110
H -1.995 1.037 1.243  0.518
H -0.385 -1.712 2.490  0.504
H 1.911 -0.288 -1.904  0.231


[4]
Computed, not measured: one molecule with the formula CH3Cl2OP in a non-equilibrium geometry, with ωB97M-V/def2-TZVPD.

For the HOMO energy, the calculation gives -9.831 eV. The calculation puts the total energy at -1376.83016 a.u. The structure (SMILES) is POC(Cl)Cl. The calculation puts the molar mass at 132.91 g/mol. The net charge is 0.

Each line ends with the natural charge from an NBO analysis.
Cartesian coordinates (Å):
P 1.221 -0.324 1.052  0.673
O 0.550 -0.223 -0.480  -0.777
C -0.814 -0.094 -0.694  0.024
Cl -1.550 -1.523 -0.004  -0.040
Cl -1.470 1.271 0.156  0.005
H 0.769 0.942 1.331  -0.062
H 2.272 0.188 0.504  -0.068
H -0.978 -0.237 -1.866  0.244